16
Properties=species:S:1:pos:R:3:forces:R:3 method="wB97M-V/def2-TZVPD" de_lowest_kj_mol=238.9 homo_energy_ev=-8.1
S -0.1040 -1.4744 -0.1313 0.29 -3.60 0.25
S -0.4891 1.3766 -0.5001 -1.90 1.69 -1.08
S -2.5582 -0.1521 0.4043 -1.79 -0.77 0.32
C 2.3707 -0.5208 0.4288 1.36 -4.43 -1.67
C 1.7933 0.6172 0.9338 -1.25 4.95 1.11
C 1.5170 -1.1014 -0.7094 -0.38 3.52 -0.15
C 1.1623 1.4829 -0.1016 1.04 3.85 2.01
C -1.0243 -0.1476 -0.0900 -1.24 1.64 0.49
H 3.1461 -0.0788 -0.0956 2.93 -0.38 -0.86
H 2.5476 1.1855 1.4641 0.01 0.26 0.35
H 2.6187 -1.1127 1.3415 0.33 -0.46 -1.41
H 1.0764 0.3441 1.5796 -2.77 -0.54 2.94
H 1.5472 -0.3019 -1.5666 -0.42 -1.85 1.41
H 1.7208 -2.0009 -1.1499 1.52 -2.31 -0.91
H 1.7117 1.3645 -0.9638 1.56 0.65 -1.97
H 1.1393 2.6183 0.2546 0.71 -2.21 -0.84

16
Properties=species:S:1:pos:R:3:forces:R:3 method="wB97M-V/def2-TZVPD" de_lowest_kj_mol=683.8 homo_energy_ev=-8.1
O 2.8443 -0.1332 -0.2121 0.94 2.77 3.08
N 1.1238 1.3955 0.0943 -3.00 -1.23 0.54
N 1.6654 -0.7393 0.2449 6.34 -5.08 -2.60
C -0.6881 -0.3623 0.5632 0.08 4.98 0.54
C -0.1818 1.9867 -0.2142 -0.08 -0.11 1.37
C 0.7534 0.0886 0.3761 -3.50 4.13 -1.36
C -1.1901 -1.5351 -0.2526 -2.22 0.27 -0.69
C -1.2195 1.2116 0.0767 -1.64 -2.91 -0.35
H -0.9258 -1.1658 -1.2335 -1.05 0.15 -0.92
H 1.7019 -1.6193 -0.3734 -1.19 1.43 2.07
H -2.3207 -1.8904 -0.1511 2.28 1.54 -0.21
H 2.7123 1.0465 0.5168 -0.62 -3.33 -3.17
H -0.7072 -2.4722 -0.3559 1.24 -1.00 1.31
H -0.8121 -0.2275 1.6541 -0.39 -1.02 -0.27
H -2.3124 1.4414 -0.1105 1.57 -0.33 0.32
H -0.4434 2.9748 -0.6228 1.25 -0.26 0.32

18
Properties=species:S:1:pos:R:3:forces:R:3 method="wB97M-V/def2-TZVPD" de_lowest_kj_mol=457.9 homo_energy_ev="-7.4 / -7.4"
N -0.2801 -0.6576 -1.1173 -1.18 1.61 1.94
C 1.4649 -0.5552 1.6147 -0.32 0.69 -0.52
C -1.1308 -0.8455 1.1053 -0.33 0.79 0.00
C -0.8961 1.4893 0.1135 0.62 0.31 0.12
C 0.0697 0.1173 -2.2977 -0.59 0.56 -0.04
C 0.1729 -1.1986 1.2461 0.44 -4.43 -1.19
C -0.7290 0.0024 -0.0358 -0.02 0.24 -2.23
H -0.5701 0.9911 -2.4581 -0.17 0.07 0.13
H 2.1950 -0.6779 0.8102 -0.08 0.03 -0.02
H -1.7251 1.8355 -0.5095 0.18 0.02 -0.20
H -0.0491 -0.4873 -3.1991 0.35 -0.12 0.19
H 0.0276 2.0218 -0.1283 -0.16 0.20 -0.28
H -1.1651 1.7376 1.1427 0.10 -0.18 -0.17
H 1.3371 0.5081 1.8362 0.12 -0.04 0.11
H 1.0788 0.5392 -2.2296 0.10 -0.37 -0.02
H -1.9531 -1.5467 1.0090 0.57 -0.49 -0.41
H 1.8931 -1.0575 2.4869 -0.25 0.03 0.00
H 0.2593 -2.2162 0.6107 0.63 1.10 2.58

23
Properties=species:S:1:pos:R:3:forces:R:3 method="wB97M-V/def2-TZVPD" de_lowest_kj_mol=687.8 homo_energy_ev="-6.1 / -5.0"
F 4.6594 -1.5367 0.8216 0.82 0.88 0.23
O 2.4529 1.2997 -0.6775 -1.43 -1.45 -0.97
O -1.8049 0.0054 0.7385 0.06 2.01 -2.04
O -1.0958 1.9779 -0.3375 0.00 -2.10 0.79
C 1.4590 0.7103 -0.5686 3.36 3.64 0.63
C -3.1837 0.5725 0.5317 -0.05 1.92 1.80
C -4.2039 -0.4554 0.2352 -2.15 0.89 -0.14
C 5.1549 0.0714 -0.9032 -2.10 -0.12 -1.01
C 0.5801 -1.3785 0.3578 0.46 1.60 -2.29
C 4.3083 -0.6477 -0.1824 -1.75 -0.96 -0.70
C -0.8294 0.6907 0.1322 -0.98 2.18 -0.43
C 0.4153 0.1593 0.0006 -2.08 -4.22 1.04
H -4.3256 -0.7538 -0.8387 0.02 0.52 1.03
H -3.2458 1.3986 -0.1798 0.79 -0.39 -0.20
H -3.9922 -1.2976 0.8058 0.38 -1.84 0.90
H 4.7196 0.4800 -1.8409 0.19 0.08 0.96
H -5.1804 -0.0545 0.7426 1.47 -0.71 -1.52
H -0.0804 -1.9021 -0.3471 0.75 -0.15 -0.20
H -3.4189 1.0995 1.5094 0.39 -0.92 -0.92
H 0.1415 -1.5933 1.2783 -0.05 -0.10 1.91
H 1.6717 -1.5402 0.2458 -0.61 -0.69 0.25
H 6.1068 0.3881 -0.7086 2.84 0.14 0.57
H -0.3087 2.3064 -0.8154 -0.32 -0.20 0.32

9
Properties=species:S:1:pos:R:3:forces:R:3 method="wB97M-V/def2-TZVPD" de_lowest_kj_mol=81.1 homo_energy_ev=-8.6 smiles=[SiH3]CSI
I -3.8934 0.3732 -0.1648 -0.02 0.18 -0.07
S -2.5799 -1.4231 0.5801 2.87 0.56 -1.01
Si 0.4014 0.4826 0.4834 0.05 -0.68 -1.19
C -0.6478 -0.8719 -0.4295 -1.49 -1.97 -0.71
H 1.5787 -0.2980 0.9681 -0.19 0.39 0.02
H -0.5042 0.9240 1.4528 -0.79 0.45 1.56
H -1.1335 -0.7571 -1.4526 0.88 0.20 1.37
H -0.0593 -1.8808 -0.4707 -1.27 1.71 0.28
H 0.8067 1.7888 -0.1676 -0.03 -0.84 -0.25

78
Properties=species:S:1:pos:R:3:forces:R:3 method="wB97M-V/def2-TZVPD" homo_energy_ev=-10.5 total_charge=+1
P 0.2708 -1.2270 -1.1914 -0.23 0.60 -1.24
O 2.6413 -0.0070 0.1486 -1.35 -1.00 1.04
O 1.0965 1.2246 6.5700 -0.27 0.16 -0.45
C 2.5177 -3.7506 -3.5788 -0.15 0.02 0.31
C -1.5964 -2.7103 -2.6840 0.13 0.23 0.02
C -0.9806 2.4169 -0.6090 0.51 -0.08 0.06
C 2.3339 -4.7553 -1.3869 0.04 0.03 -0.01
C 2.3681 -1.0750 2.2492 0.15 -0.32 0.16
C 1.1569 2.2035 4.3162 -0.15 -0.32 0.72
C -2.3614 -1.9378 -0.5238 0.33 0.38 -0.32
C -3.8987 -3.0498 -2.0154 0.37 0.16 -0.08
C -4.1746 0.6116 1.3742 0.34 0.25 -0.12
C -0.4053 0.5893 -3.2360 0.14 -0.15 0.23
C 0.6062 0.0855 -2.4043 -0.19 0.02 -0.57
C 0.0709 0.9657 2.5314 0.06 -0.05 -0.18
C 1.8404 -2.6221 -3.1131 -0.19 0.39 0.13
C 1.4078 -2.5441 -1.7717 0.42 -0.58 0.69
C -3.6441 -2.3771 -0.8217 -0.21 -0.34 0.03
C 1.8570 -0.5328 0.9375 1.38 0.56 -0.47
C 1.8038 2.3328 7.1463 -0.20 -0.32 -0.09
C -2.1720 1.6925 -0.1739 0.03 -0.56 0.05
C 0.7756 2.0767 2.9813 0.08 0.00 -0.04
C -0.3507 0.0116 3.4768 0.03 0.20 -0.11
C 1.3532 2.5779 -0.0581 0.30 0.21 -0.33
C 0.3517 -0.5804 0.6119 0.72 -1.61 -0.74
C 2.7543 -4.8260 -2.7198 -0.14 0.31 0.11
C -1.8179 0.8461 0.8994 -0.36 0.71 -0.29
C 0.1378 1.9422 0.1103 -0.54 0.09 0.02
C -0.0967 1.5614 -4.1863 -0.03 -0.03 -0.03
C -0.8969 3.4909 -1.4899 0.09 -0.27 0.25
C 0.3357 4.1191 -1.6570 0.08 -0.22 -0.12
C 2.2381 1.4601 -3.5704 -0.34 -0.20 0.02
C 1.9343 0.4767 -2.6343 0.19 0.04 0.16
C -3.4881 1.8372 -0.6039 0.15 -0.11 0.33
C 1.6756 -3.6210 -0.9071 -0.01 0.07 -0.34
C -2.8559 -3.2553 -2.9269 0.14 0.10 0.18
C -2.8339 0.4341 1.7526 -0.28 -0.39 -0.24
C 1.4499 3.6505 -0.9593 -0.07 -0.06 0.08
C -0.2761 0.7603 1.0402 -0.84 1.74 0.16
C -4.4958 1.2695 0.1782 0.04 -0.26 0.12
C 1.2111 2.0248 -4.3297 -0.03 -0.14 0.09
C 0.7428 1.2365 5.2546 0.27 0.28 -0.30
C -1.3562 -1.9765 -1.5061 -0.33 -0.45 0.63
C -0.0702 0.1688 4.8156 0.44 0.12 0.53
H -3.6896 2.4011 -1.5164 -0.16 -0.06 0.38
H 2.8506 -3.7830 -4.6178 -0.12 0.00 0.34
H -1.7871 3.8028 -2.0330 0.22 0.11 0.10
H 1.4360 2.8211 -5.0373 -0.08 -0.22 0.08
H -3.0135 -3.8481 -3.8262 -0.01 0.18 0.19
H 3.3593 -1.5125 2.0756 -0.20 0.16 -0.01
H 1.8574 2.0770 8.2057 0.09 0.18 -0.17
H 3.2741 1.7707 -3.6994 -0.28 -0.05 -0.01
H -4.9562 0.2451 2.0418 0.16 0.17 -0.27
H 2.7397 0.0071 -2.0714 -0.25 0.27 -0.14
H 1.2571 3.2748 7.0232 0.05 -0.17 -0.06
H 2.2444 2.2606 0.4758 -0.17 0.07 -0.15
H 1.6413 -1.7974 -3.8067 0.09 -0.36 0.33
H 1.0545 2.8716 2.2884 -0.06 -0.34 0.26
H -4.4451 -2.2111 -0.1017 0.24 -0.18 -0.11
H -0.8958 1.9600 -4.8122 0.25 -0.08 0.15
H -0.9354 -0.8617 3.1752 0.33 0.25 0.09
H 0.4364 4.9455 -2.3649 -0.01 -0.24 0.29
H 1.7198 -1.8302 2.7176 0.10 0.37 -0.19
H -0.7784 -2.8787 -3.3889 -0.37 0.13 0.11
H 2.4235 4.1096 -1.1299 -0.26 -0.03 0.14
H 2.4937 -0.2336 2.9502 -0.11 -0.27 -0.19
H -4.8913 -3.4388 -2.2280 0.17 0.10 0.04
H 1.7728 3.0499 4.6273 -0.27 -0.26 -0.10
H -0.4297 -0.5423 5.5608 0.15 0.15 -0.23
H -2.1475 -1.5507 0.4698 -0.22 0.09 -0.43
H 2.5192 -5.5971 -0.7193 -0.04 0.26 -0.15
H 3.2664 -5.7117 -3.0935 -0.13 0.20 0.16
H -5.5391 1.3604 -0.1133 0.18 0.03 0.02
H 2.8148 2.4198 6.7344 -0.14 -0.01 0.00
H -2.6164 -0.0321 2.7078 -0.17 -0.01 -0.25
H 1.3462 -3.5748 0.1350 0.11 -0.13 -0.29
H -0.1195 -1.3950 1.1803 0.17 0.18 0.00
H -1.4227 0.2028 -3.1446 0.22 0.26 0.02

60
Properties=species:S:1:pos:R:3:forces:R:3 method="wB97M-V/def2-TZVPD" de_lowest_kj_mol=199.8 multiplicity=3 homo_energy_ev="-1.4 / -1.6" total_charge=-2
Sb -2.3048 2.8268 -3.1514 -0.13 0.10 -0.66
As 0.2195 2.7149 0.8146 0.60 2.19 0.90
Ti -0.5870 0.0471 0.2615 1.21 1.31 1.24
Cl 5.2856 -4.2610 -0.5899 0.05 0.06 -0.14
S 0.9102 4.5599 0.0270 -0.08 -0.21 -0.50
S -0.0274 2.8809 2.9084 -0.08 -0.41 -0.06
S 1.5644 1.0661 0.2226 -0.31 -0.04 -0.04
S -1.7065 2.0983 -0.1479 0.31 -0.22 0.15
O -0.9033 -1.5726 -3.4027 0.11 -0.10 -0.29
O 4.8206 -4.9828 2.1799 -0.28 0.09 0.22
O -0.4265 -0.2946 -1.6166 0.24 -0.66 -1.11
O -3.2236 -1.0268 3.1862 -0.18 -0.15 0.14
O -1.7860 0.1080 1.8984 -0.56 -0.27 0.37
O 0.9356 -2.7936 3.0598 0.70 -0.80 0.01
O 0.2776 -1.2445 1.6596 0.43 -0.64 -0.83
O 3.0455 -4.5042 3.3874 -1.56 0.61 0.59
N 2.0803 -2.1809 -0.2139 0.01 0.15 -0.11
N -1.8638 -1.4074 -0.0337 -0.66 -1.07 -0.19
N 3.1519 -2.6757 -0.8506 0.06 -0.20 -0.25
C 1.0181 -2.2199 1.9580 -0.20 0.15 0.71
C -0.2107 2.4201 -3.4028 -0.12 -0.10 0.29
C 4.0206 -1.4206 -4.7466 0.04 0.01 -0.04
C -2.5861 -3.2478 -1.4058 0.01 0.02 -0.14
C -1.8322 -2.0647 -1.2213 -0.20 -0.05 0.14
C 3.9233 -2.7779 -4.4688 0.02 0.02 -0.01
C -1.0225 -1.3175 -2.0920 -0.25 -0.19 0.09
C 3.8400 -0.4879 -3.7352 -0.05 -0.01 -0.01
C -3.3511 -3.7069 -0.3240 0.00 0.06 0.03
C 3.2189 -3.5851 1.1617 -0.37 0.13 0.44
C -3.3914 -3.0350 0.8799 -0.11 -0.02 0.03
C -3.3272 0.9225 -2.8835 0.29 0.02 0.10
C 3.5504 -0.9041 -2.4449 -0.08 0.06 0.10
C 3.6475 -3.2049 -3.1792 -0.06 -0.02 -0.03
C -2.5230 -0.8980 2.0549 0.05 0.01 -0.17
C 3.7553 -4.4081 2.2976 0.43 0.07 -0.91
C -2.6296 -1.8415 1.0096 -0.01 0.02 -0.07
C 3.4613 -2.2612 -2.1802 -0.07 0.04 0.00
C -2.5373 2.5332 -5.3283 -0.23 0.23 -0.09
C 3.8482 -3.5179 -0.0578 0.10 -0.01 0.02
C 2.0924 -2.6970 0.9950 -0.02 0.14 0.06
H -2.9756 -0.2628 3.7245 0.07 0.06 0.08
H -3.1606 0.2605 -3.7359 0.03 0.05 0.03
H -4.3947 1.1283 -2.7827 0.03 0.05 -0.07
H 3.9132 0.5698 -3.9487 -0.05 0.02 0.01
H 0.3181 2.6215 -2.4730 0.02 -0.03 0.01
H -1.9972 1.6329 -5.6372 -0.01 0.06 0.07
H -3.5962 2.4131 -5.5885 0.12 0.01 0.03
H 2.1757 -3.9494 3.3378 0.73 -0.14 -0.15
H -2.1475 3.3926 -5.8857 -0.01 -0.11 0.06
H -2.5544 -3.7876 -2.3438 -0.02 -0.04 0.03
H 4.2299 -1.0868 -5.7565 0.00 -0.03 0.04
H -2.9887 0.4476 -1.9673 -0.04 -0.08 0.04
H 0.1620 3.0885 -4.1827 -0.11 -0.03 0.00
H -3.9921 -3.3785 1.7111 0.04 -0.02 -0.05
H -0.0757 1.3832 -3.6932 0.11 -0.13 -0.06
H -1.5558 -2.2483 -3.6270 0.07 0.03 -0.04
H 3.5641 -4.2590 -2.9489 -0.02 0.03 0.00
H 3.3650 -0.1906 -1.6486 0.00 -0.02 -0.05
H -3.9339 -4.6126 -0.4450 0.01 -0.02 0.03
H 4.0508 -3.5069 -5.2603 0.01 0.02 0.03

18
Properties=species:S:1:pos:R:3:forces:R:3 method="wB97M-V/def2-TZVPD" de_lowest_kj_mol=482.3 homo_energy_ev=-13.0 total_charge=+1
S 3.3499 0.8385 0.4509 -0.10 -0.17 0.07
N 0.6005 -0.3518 0.7924 0.42 -0.30 0.39
C 0.5883 -1.4981 -0.2258 0.12 -0.67 -0.73
C -1.3551 1.1837 0.4738 0.44 -0.47 0.28
C 2.5029 -0.2996 -0.5653 -0.46 0.15 0.88
C 1.6060 0.5529 0.1915 -1.38 3.33 -2.43
C -0.8087 2.1779 -0.4349 -0.33 0.48 -0.33
C 0.4316 2.2504 -0.8201 1.90 -3.47 2.08
C -0.7489 0.1384 1.0329 -0.85 0.48 0.12
C 2.0195 -1.5304 -0.7318 -0.28 0.49 -0.34
H 0.2931 -2.4360 0.2470 -0.11 0.17 0.10
H -0.1362 -1.2311 -1.0003 -0.05 0.01 0.19
H 1.1304 2.8056 -1.3934 0.23 0.37 -0.37
H -2.3926 1.3268 0.7388 -0.04 -0.10 0.13
H -1.5238 2.9193 -0.7954 0.18 0.02 -0.04
H -1.3032 -0.5051 1.6981 0.06 -0.10 0.07
H 2.4689 -2.4036 -1.1589 0.24 -0.27 0.12
H 0.9595 -0.7266 1.6836 0.00 0.05 -0.20